11
Properties=species:S:1:pos:R:3:forces:R:3 method="wB97M-V/def2-TZVPD" e_above_lowest_ev=4.1275 homo_lumo_gap_ev="6.510 / 7.608" homo_ha="-0.0910 / -0.1273" energy_ha=-717.117614 total_charge=-1
C -0.29927 -0.49560 1.09010 -2.80 1.24 -1.43
N 1.62790 1.68196 -0.12372 -0.14 -1.30 0.34
P 1.91329 -1.01661 -0.06913 -0.33 -0.03 0.80
H 1.64630 3.00270 -1.55769 0.37 -0.87 0.93
O 3.18374 -1.60133 0.41400 0.38 0.46 -0.20
O 1.17159 -1.51107 -1.26093 0.10 0.58 -0.11
N 1.99022 1.99447 -1.20946 -0.08 0.83 -1.51
H -0.57647 -0.61338 0.01573 -0.33 0.42 0.58
H -1.00327 -1.10190 1.64847 -0.43 0.10 0.37
O 0.91305 -1.04444 1.24543 2.95 -0.42 0.33
H -0.39833 0.59509 1.36847 0.32 -1.02 -0.10